No. 1
Computed, not measured: C12H12O in the gas phase, with the ωB97M-V functional and the def2-TZVPD basis.

Geometry as XYZ:
```
25
Properties=species:S:1:pos:R:3:nbo_charge:R:1
O 3.817 -0.380 0.858 -0.6571
C -0.444 0.347 1.282 -0.2077
C -2.043 -1.114 -1.798 -0.0201
C -1.463 0.410 2.132 -0.1977
C -1.833 -0.582 -0.451 -0.1094
C 2.052 1.818 -0.513 -0.6176
C 0.564 -0.235 -0.909 -0.4415
C 1.813 0.296 -0.364 -0.1335
C -0.602 -0.106 -0.028 0.0120
C -2.954 -0.585 0.472 -0.1637
C -2.134 -1.586 -2.867 -0.2147
C 2.597 -0.559 0.287 0.1495
C -2.665 -0.221 1.778 -0.2187
H 1.337 2.196 0.228 0.2166
H 3.140 2.107 -0.217 0.1993
H 2.395 -1.620 0.451 0.1791
H -2.233 -1.930 -3.841 0.2275
H 1.736 2.108 -1.430 0.2170
H 0.570 -1.370 -1.052 0.2409
H -3.412 -0.105 2.498 0.2069
H -3.921 -0.960 0.255 0.2220
H 0.475 0.850 1.402 0.2085
H 0.348 0.165 -1.973 0.2301
H -1.170 0.610 3.163 0.2151
H 4.031 0.447 0.635 0.4574
```

Calculated total energy: -14682.287 eV
Relative energy (zero: lowest compared OMol25 entry of this formula, charge and spin): 396.6 kJ/mol
Kohn-Sham gap: 9.3 eV
Net charge: 0
SMILES: C#Cc1ccccc1C/C(C)=C/O

=====

No. 2
Computed, not measured: 2 unconnected molecules or ions with the total composition C12H12O2P, with the ωB97M-V functional and the def2-TZVPD basis.

Geometry as XYZ:
```
27
Properties=species:S:1:pos:R:3:nbo_charge:R:1
P 2.389 -1.300 -0.585 2.1388
O 3.229 -1.887 0.454 -1.1002
O 2.276 -1.937 -1.903 -1.0751
C -1.052 -0.111 1.003 -0.2247
C 2.197 0.458 -0.376 -0.4822
C -1.880 -0.316 -0.156 -0.3658
C 1.510 1.167 -1.393 -0.1715
C -0.229 -1.078 1.515 -0.2823
C 2.402 1.033 0.845 -0.1855
C 1.530 3.145 0.059 -0.2440
C -0.957 -2.526 -0.350 -0.2597
C 2.128 2.322 1.064 -0.2210
C -0.351 -2.511 1.040 -0.4721
C -1.818 -1.574 -0.758 -0.2202
C 1.201 2.542 -1.157 -0.2224
H 0.999 3.195 -1.993 0.1995
H 0.650 -2.987 1.015 0.2176
H -0.795 -3.476 -0.890 0.1926
H -2.616 0.370 -0.626 0.1955
H 2.686 0.388 1.641 0.2355
H -1.000 -3.082 1.800 0.1476
H 1.122 4.074 0.343 0.1997
H 1.080 0.831 -2.350 0.2356
H 0.152 -0.886 2.476 0.1863
H 2.480 2.722 2.076 0.1993
H -2.530 -1.740 -1.710 0.1818
H -0.837 0.948 1.356 0.1967
```

Calculated total energy: -26021.602 eV
Relative energy (zero: lowest compared OMol25 entry of this formula, charge and spin): 176.3 kJ/mol
Kohn-Sham gap (spin up / spin down): 4.5 / 6.1 eV
Net charge: -1

=====

No. 3
Computed, not measured: a molecular structure, C12H13Cl2F6N3NiO6PS2, with the ωB97M-V functional and the def2-TZVPD basis.

Geometry as XYZ:
```
46
Properties=species:S:1:pos:R:3:lowdin_spin:R:1
Ni 0.735 0.950 -0.157 0.9669
Cl -1.550 -0.137 -3.347 0.0001
Cl 0.872 1.385 -2.684 0.0119
S 3.247 1.579 -0.246 0.0052
S -1.139 -1.327 0.938 -0.0035
P -1.731 3.321 -0.411 0.0010
F -2.540 2.886 0.923 0.0005
F -0.448 3.653 0.527 -0.0006
F -1.117 1.674 -0.457 0.0373
F -2.935 2.802 -1.311 0.0022
F -0.853 3.617 -1.709 0.0001
F -2.280 4.802 -0.330 0.0000
O -2.204 -0.397 1.134 0.0001
O 1.192 -1.534 -1.982 -0.0014
O 2.643 0.219 -0.129 0.0464
O 4.187 1.769 -1.295 -0.0014
O 2.000 2.436 -0.307 -0.0244
O -0.454 -1.834 2.091 -0.0002
N -0.015 -0.728 -0.172 -0.0643
N 0.645 0.977 1.764 0.0310
N -0.164 1.193 3.762 0.0000
C -2.784 -4.546 -0.876 0.0000
C 4.042 1.970 1.281 0.0003
C 1.474 0.304 2.636 0.0025
C -0.857 -3.746 -2.105 -0.0006
C 0.082 0.283 -3.841 0.0021
C -1.596 -2.658 -0.108 -0.0027
C -0.719 -2.743 -1.160 -0.0053
C -0.355 1.477 2.475 0.0017
C 0.986 0.455 3.889 0.0007
C -2.643 -3.540 0.073 -0.0004
C -1.902 -4.649 -1.947 -0.0003
C 0.292 -1.630 -1.186 -0.0063
H -2.042 -5.440 -2.670 -0.0001
H 0.685 -0.621 -3.889 0.0000
H -0.171 -3.806 -2.938 0.0000
H -3.593 -5.256 -0.784 0.0000
H 0.048 0.830 -4.780 0.0005
H 1.329 0.086 4.834 0.0002
H -1.190 2.029 2.088 0.0002
H -3.324 -3.447 0.905 0.0000
H 3.300 2.121 2.056 0.0001
H 2.328 -0.245 2.290 0.0001
H -0.802 1.447 4.498 0.0003
H 4.621 2.874 1.125 -0.0001
H 4.701 1.145 1.531 0.0002
```

Calculated total energy: -142767.858 eV
Relative energy (zero: lowest compared OMol25 entry of this formula, charge and spin): 12.9 kJ/mol
Kohn-Sham gap (spin up / spin down): 6.5 / 7.9 eV
2S+1: 2
Net charge: 0

=====

No. 4
Computed, not measured: C12H13ClN2O in the gas phase, with the ωB97M-V functional and the def2-TZVPD basis.

Geometry as XYZ:
```
29
Properties=species:S:1:pos:R:3:nbo_charge:R:1
Cl -4.234 -1.876 -0.487 0.0092
O 0.117 0.569 -0.848 -0.5205
N 2.009 -1.164 0.235 -0.3491
N 0.836 -2.940 -0.350 -0.4597
C 1.058 1.552 -0.473 -0.0682
C 2.925 -0.062 0.145 -0.1990
C 1.111 -1.401 1.239 -0.1060
C 1.788 -2.121 -0.697 0.1667
C -1.952 -0.471 -0.627 -0.3059
C 0.401 -2.502 0.860 -0.0978
C -1.160 0.654 -0.394 0.4005
C -1.702 1.755 0.259 -0.3387
C 2.443 1.018 -0.833 -0.4218
C -3.023 1.722 0.677 -0.1746
C -3.816 0.614 0.455 -0.2716
C -3.264 -0.477 -0.202 -0.0067
H -1.113 2.641 0.440 0.2181
H 1.060 -0.788 2.115 0.2138
H 2.389 0.600 -1.839 0.2198
H 2.351 -2.188 -1.607 0.1919
H 0.996 1.754 0.605 0.1739
H -3.437 2.581 1.184 0.2165
H -1.516 -1.321 -1.126 0.2500
H -4.842 0.590 0.782 0.2268
H -0.392 -3.004 1.377 0.2105
H 3.040 0.369 1.144 0.2077
H 3.160 1.840 -0.832 0.2179
H 3.901 -0.433 -0.186 0.2118
H 0.864 2.488 -1.016 0.1843
```

Calculated total energy: -30204.922 eV
Relative energy (zero: lowest compared OMol25 entry of this formula, charge and spin): 56.5 kJ/mol
Kohn-Sham gap: 9.2 eV
Net charge: 0
SMILES: Clc1cccc(OCCCn2ccnc2)c1

=====

No. 5
Computed, not measured: a molecular structure, C12H13CuNP, with the ωB97M-V functional and the def2-TZVPD basis.

Geometry as XYZ:
```
28
Properties=species:S:1:pos:R:3:nbo_charge:R:1
Cu -0.729 0.693 -2.155 0.8025
P -1.246 -1.645 -1.712 0.1304
N -0.403 0.241 0.112 -0.3099
C 0.338 -0.686 4.795 -0.2163
C -0.126 -0.195 3.573 -0.1694
C -1.432 1.282 -4.296 -0.3322
C 0.361 1.981 -1.846 -0.7862
C 0.090 -0.021 1.143 0.2549
C -1.740 0.253 -3.491 -0.7562
C 2.300 -1.602 3.689 -0.2151
C 0.195 2.697 -2.970 -0.3273
C 1.843 -1.112 2.465 -0.1672
C -0.593 2.383 -4.086 -0.3313
C 1.544 -1.396 4.850 -0.2106
C 0.616 -0.426 2.403 -0.1436
H 2.419 -1.260 1.547 0.2335
H 3.247 -2.147 3.728 0.2152
H 0.746 3.643 -3.050 0.1389
H 0.982 2.286 -1.004 0.1546
H -0.250 -0.513 5.699 0.2144
H -1.064 0.362 3.507 0.2296
H -1.967 -2.429 -2.655 -0.0190
H -2.437 -0.542 -3.770 0.1544
H 1.898 -1.790 5.804 0.2099
H -0.104 -2.486 -1.538 -0.0449
H -0.551 3.098 -4.916 0.1700
H -2.015 -1.947 -0.548 -0.0335
H -1.920 1.278 -5.278 0.1542
```

Calculated total energy: -68066.101 eV
Kohn-Sham gap (spin up / spin down): 4.2 / 3.9 eV
2S+1: 2
Net charge: -1

=====

No. 6
Computed, not measured: a molecular structure, C12H13F5O7P2RuS3, with the ωB97M-V functional and the def2-TZVPD basis.

Geometry as XYZ:
```
43
Properties=species:S:1:pos:R:3:nbo_charge:R:1
Ru 0.897 0.029 0.347 0.7853
S -1.236 0.720 1.089 0.0451
S 2.879 1.367 0.262 0.0020
S 1.068 -1.158 2.312 0.2249
P -0.257 -0.232 -2.618 2.3849
P 0.845 -2.389 -1.078 2.3448
F -0.066 4.226 3.301 -0.2846
F 2.296 3.675 -1.568 -0.2864
F -0.317 6.194 1.425 -0.2803
F 0.856 5.885 -1.018 -0.2923
F 1.348 1.996 2.738 -0.2990
O -0.437 -1.999 -0.381 -1.1629
O 0.960 -3.982 -1.145 -0.9862
O 1.895 -1.369 -3.379 -0.7335
O 2.119 -1.793 -0.553 -1.1018
O -0.356 0.414 -4.049 -0.9695
O -1.787 -0.453 -2.320 -0.9797
O 0.410 0.711 -1.662 -1.0831
C 1.721 3.791 -0.373 0.3359
C -0.601 -1.378 2.687 -0.1430
C 0.379 5.093 1.148 0.2807
C -3.012 -0.686 2.619 -0.6611
C -0.037 -2.799 -3.726 -0.6300
C 0.510 4.093 2.106 0.2624
C -0.914 -2.523 3.601 -0.6593
C 1.240 2.956 1.809 0.3421
C 0.674 -1.813 -2.826 -0.4701
C -1.580 -0.553 2.203 -0.1248
C 0.983 4.932 -0.094 0.3000
C 1.866 2.763 0.567 -0.3370
H -1.558 -2.206 4.421 0.2259
H -1.942 -0.682 -1.394 0.5422
H -3.095 -0.671 3.705 0.2278
H -3.427 -1.627 2.258 0.2318
H 0.599 -3.673 -3.862 0.2374
H -1.431 -3.305 3.040 0.2314
H 2.593 -1.466 -2.713 0.5113
H -0.241 -2.348 -4.695 0.2265
H 0.510 0.570 -4.437 0.5265
H 0.004 -2.936 4.011 0.2359
H -0.976 -3.107 -3.270 0.2291
H 0.215 -4.405 -0.712 0.5144
H -3.597 0.139 2.223 0.2365
```

Calculated total energy: -94244.793 eV
Relative energy (zero: lowest compared OMol25 entry of this formula, charge and spin): 0.0 kJ/mol
Kohn-Sham gap (spin up / spin down): 7.2 / 6.5 eV
2S+1: 5
Net charge: 0

=====

No. 7
Computed, not measured: C12H13N in the gas phase, with the ωB97M-V functional and the def2-TZVPD basis.

Geometry as XYZ:
```
26
Properties=species:S:1:pos:R:3:nbo_charge:R:1
N -1.843 0.993 -0.254 -0.5915
C -2.610 -0.194 0.059 -0.3037
C 0.074 2.245 0.327 -0.3829
C 0.966 1.895 -0.875 -0.4398
C -1.969 -2.575 -1.034 -0.2187
C 0.396 0.043 0.359 -0.0534
C 1.524 -2.064 0.688 -0.2248
C -0.704 0.981 0.558 -0.0897
C 0.462 -1.184 1.003 -0.1718
C -2.188 -1.414 -0.666 -0.0142
C 1.418 0.512 -0.501 0.0191
C 2.536 -1.520 -0.198 -0.1993
C 2.557 -0.259 -0.688 -0.2278
H -3.669 -0.037 -0.089 0.2309
H -1.000 0.784 1.620 0.1579
H -2.267 1.871 0.127 0.3654
H -0.321 -1.489 1.678 0.2085
H 3.468 -2.018 -0.500 0.2124
H 1.883 2.546 -1.067 0.2168
H 0.758 2.251 1.238 0.2099
H -1.884 -3.575 -1.307 0.2284
H 3.377 0.214 -1.343 0.2170
H -0.412 3.363 0.231 0.2108
H 1.731 -2.928 1.308 0.2197
H -2.552 -0.376 1.134 0.1891
H 0.270 1.933 -1.807 0.2317
```

Calculated total energy: -14141.111 eV
Relative energy (zero: lowest compared OMol25 entry of this formula, charge and spin): 383.4 kJ/mol
Kohn-Sham gap: 9.4 eV
Net charge: 0
SMILES: C#CCN[C@@H]1CCc2ccccc21

=====

No. 8
Computed, not measured: C12H13N3O3S in the gas phase, with the ωB97M-V functional and the def2-TZVPD basis.

Geometry as XYZ:
```
32
Properties=species:S:1:pos:R:3:nbo_charge:R:1
S -3.324 0.627 0.776 0.3913
O 0.943 -2.521 0.464 -0.4947
O -1.101 -0.747 1.068 -0.5674
O 4.191 1.821 -0.619 -0.4937
N -4.473 -0.621 -1.151 -0.3056
N -5.308 0.358 -0.821 -0.2620
N -2.397 -1.548 -0.597 -0.6251
C -1.272 -1.551 0.188 0.6583
C -4.901 1.104 0.140 0.0396
C 2.270 0.566 -1.068 -0.2219
C 3.710 -0.186 0.693 -0.2869
C 2.855 -1.248 0.919 -0.2430
C -0.293 -2.670 -0.166 -0.1629
C 5.352 2.058 0.138 -0.2512
C 1.702 -1.415 0.161 0.3501
C 3.423 0.737 -0.307 0.2745
C 1.416 -0.496 -0.842 -0.3016
C -5.654 2.255 0.683 -0.6575
C -3.403 -0.630 -0.430 0.1923
H 2.052 1.287 -1.840 0.2238
H 6.071 1.238 0.041 0.1737
H -5.869 2.100 1.739 0.2284
H 4.592 -0.091 1.306 0.2204
H 5.117 2.212 1.196 0.1750
H -0.189 -2.746 -1.259 0.1892
H -6.585 2.364 0.134 0.2452
H -2.546 -2.235 -1.322 0.4243
H -5.067 3.167 0.588 0.2284
H -0.698 -3.615 0.213 0.2266
H 5.789 2.968 -0.269 0.2001
H 3.067 -1.966 1.695 0.2214
H 0.530 -0.581 -1.452 0.2108
```

Calculated total energy: -34102.090 eV
Relative energy (zero: lowest compared OMol25 entry of this formula, charge and spin): 233.2 kJ/mol
Kohn-Sham gap: 8.6 eV
Net charge: 0
SMILES: COc1ccc(OCC(=O)Nc2nnc(C)s2)cc1